[1]
Below is a 5-piece molecular cluster, C5H20O5 overall in a non-equilibrium geometry, with properties calculated with the ωB97M-V functional and the def2-TZVPD basis.

The energy above the lowest of the compared OMol25 structures with the same formula, charge and spin comes out at 1.112 eV. The LUMO energy (spin up / spin down) is -0.094 / -0.370 hartree. Its highest occupied orbital energy (spin up / spin down) is -0.493 / -0.463 hartree. Its net charge is +1. The largest force on an atom is 2.4 eV/A. As for the multiplicity: 2.

Structure (XYZ):
```
30
Properties=species:S:1:pos:R:3:forces:R:3:mulliken_spin:R:1
C -2.1425 0.1619 -1.7528 0.122 -0.814 1.020 0.00
O -1.9465 1.1713 -2.6876 0.308 0.032 0.440 0.15
H -2.0942 0.4851 -0.7129 -0.488 0.839 -0.159 0.00
H -3.0828 -0.3598 -1.9312 -0.366 -0.034 0.091 0.03
H -1.3882 -0.6245 -1.7293 0.338 -0.167 -0.792 0.01
H -1.6703 0.7086 -3.4821 0.116 -0.080 -0.593 0.00
C 1.3715 -0.5306 -0.1692 0.348 0.596 -2.270 0.01
O 0.4608 -0.3593 0.8481 -1.230 -1.335 1.529 0.19
H 0.8547 -0.9490 -1.0329 -0.333 -0.047 0.055 0.01
H 1.7235 0.4534 -0.4790 0.479 -0.100 0.079 0.01
H 2.1973 -1.2324 -0.0526 0.223 0.063 0.947 0.03
H 0.6774 0.3911 1.4064 0.596 0.815 -0.068 0.00
C -0.7990 -1.2447 4.1257 -1.295 -0.209 -0.712 0.01
O -0.2865 -2.0779 3.0752 -0.150 0.178 2.085 0.47
H -0.0768 -0.6595 4.6950 0.757 -0.244 -0.143 0.06
H -1.5254 -0.5196 3.7587 0.180 0.195 -0.557 0.01
H -1.3737 -1.8369 4.8378 0.543 -0.586 -0.035 0.02
H -0.1786 -1.6176 2.2397 -0.006 0.840 -1.065 -0.01
C 0.4098 -0.3903 -4.7613 1.246 -0.970 -0.682 0.00
O -0.8283 -1.0626 -4.7144 -0.810 0.569 0.927 0.00
H 0.4410 0.6969 -4.6903 -0.569 0.107 -0.102 0.00
H 1.0522 -0.7815 -3.9724 -0.282 -0.030 0.276 0.00
H 0.9007 -0.7341 -5.6717 0.312 0.520 -0.188 0.00
H -1.3310 -0.8922 -5.5143 0.085 0.011 -0.167 0.00
C 1.2908 1.7643 3.3449 1.227 0.248 -0.320 0.00
O 1.8955 1.9384 2.0216 -1.209 0.112 1.131 0.00
H 1.3682 0.6889 3.5048 -0.370 0.147 0.417 0.00
H 1.8826 2.3028 4.0852 0.363 -0.362 0.104 0.00
H 0.3078 2.2157 3.4796 -0.396 -0.475 -0.598 0.00
H 1.8902 2.8941 1.9314 0.261 0.181 -0.652 0.00
```
Positions in Å, forces in eV/Å.

[2]
Below is a single CH4N2O2 molecule in a non-equilibrium geometry, with properties calculated with the ωB97M-V functional and the def2-TZVPD basis.

The energy above the lowest of the compared OMol25 structures with the same formula, charge and spin comes out at 4.899 eV. The LUMO energy is 0.023 hartree. Its highest occupied orbital energy is -0.363 hartree. Its net charge is 0. The largest force on an atom is 8.1 eV/A.

Structure (XYZ):
```
9
Properties=species:S:1:pos:R:3:forces:R:3:nbo_charge:R:1
C -1.3423 0.2187 -0.1020 -1.290 -0.614 3.454 -0.28
N 2.2171 -0.6213 -0.0146 -3.458 1.427 0.324 -0.53
N 1.1077 0.1644 0.2418 4.709 -6.277 -2.074 0.57
O 1.2358 1.2410 0.6497 -1.478 2.715 0.849 -0.32
O -0.1346 -0.5156 0.0283 1.055 0.446 0.198 -0.38
H -2.0855 -0.3061 0.6967 1.576 1.627 -2.003 0.20
H -1.6565 0.0839 -1.0714 -1.043 -0.780 -2.207 0.19
H -1.3141 1.3055 -0.0138 0.577 -0.112 0.807 0.21
H 1.9724 -1.5704 -0.4147 -0.650 1.567 0.653 0.34
```
Positions in Å, forces in eV/Å.